Formula: C4H8O2
Source: the OMol25 dataset
Level of theory: ωB97M-V with the def2-TZVPD basis set

Structure (XYZ):
```
14
C4H8O2 ωB97M-V with the def2-TZVPD basis set
O -0.044 -1.200 1.577
C -1.050 -0.936 0.581
C -0.844 0.010 -0.632
C 0.567 0.451 -0.883
C 1.226 1.234 0.183
O 1.723 -0.046 -0.213
H 0.829 -1.298 1.150
H -1.217 -1.906 0.139
H -1.991 -0.590 1.038
H -1.277 -0.517 -1.491
H -1.418 0.955 -0.594
H 0.823 0.547 -1.947
H 0.952 1.151 1.256
H 1.721 2.143 -0.164
```

Summary:
Gap between HOMO and LUMO = 10.95 eV
2S+1 = 1
Electronic energy = -8370.3605 eV
HOMO energy = -9.968 eV
SMILES = OCC[C@H]1CO1